Entry 1:
{
  "formula": "C4H10O4S",
  "method": "wB97M-V/def2-TZVPD",
  "symbols": ["C", "C", "O", "S", "O", "O", "O", "C", "C", "H", "H", "H", "H", "H", "H", "H", "H", "H", "H"],
  "coordinates": [[1.0725, -1.1222, 2.9462], [1.4660, -0.4094, 1.5814], [0.3216, -0.3177, 0.8530], [0.4162, 0.0590, -0.6809], [0.5848, 1.4911, -0.8031], [1.4265, -0.7773, -1.3585], [-0.9814, -0.3976, -1.1618], [-2.0191, 0.5121, -1.2417], [-2.5787, 0.9075, 0.1173], [2.0441, -1.0988, 3.6712], [0.4306, -0.3208, 3.6846], [0.6228, -2.1389, 2.5615], [1.9645, 0.5090, 1.7139], [2.3392, -1.1968, 1.1047], [-2.6808, 0.1533, -1.9152], [-1.6546, 1.3470, -1.7046], [-1.7901, 1.4193, 0.6646], [-3.4791, 1.3343, -0.0594], [-2.9118, -0.2665, 0.5179]],
  "forces_ev_per_angstrom": [[0.76, 2.42, 1.40], [3.80, -4.36, 2.03], [-2.05, -0.07, -1.74], [3.71, -0.06, -2.19], [-0.67, -1.23, 0.35], [-2.46, 1.40, 1.80], [1.45, -1.86, 0.35], [0.03, 1.80, 2.49], [1.50, -6.21, -0.02], [-2.04, -1.01, -2.12], [0.83, -2.66, -2.48], [0.71, 1.95, 1.82], [0.37, 1.32, 0.15], [-2.62, 2.21, 0.77], [-2.43, -1.72, -1.68], [1.14, 2.50, -1.21], [-0.62, -0.03, 0.47], [-2.57, 2.06, -0.01], [1.16, 3.54, -0.19]],
  "mulliken_charge": [-0.932, -0.454, -0.098, 1.160, -0.619, -0.657, -0.264, -0.622, -0.935, 0.305, 0.254, 0.272, 0.440, 0.263, 0.507, 0.442, 0.280, 0.484, 0.177],
  "smiles": "CCOS(=O)(=O)OCC"
}


Entry 2:
{
  "formula": "C3H3NOS2",
  "method": "wB97M-V/def2-TZVPD",
  "symbols": ["O", "C", "S", "N", "C", "C", "S", "H", "H", "H"],
  "coordinates": [[-0.5613, -1.6632, -1.3098], [-1.4660, -1.7073, -0.5021], [-1.8207, -0.5393, 0.7113], [-0.4929, 0.4600, 0.8031], [0.3924, 0.6408, -0.1553], [1.5211, 1.4735, 0.5798], [2.8108, 2.1463, -0.1865], [-2.1708, -2.5543, -0.6008], [0.4920, 0.0961, -1.1902], [1.2955, 1.6474, 1.8504]],
  "forces_ev_per_angstrom": [[-0.08, 0.02, 0.46], [0.27, -0.70, -1.81], [-0.33, 0.04, 0.42], [0.75, -0.16, -2.26], [0.84, -0.12, 2.79], [-0.18, 0.72, 0.71], [-1.36, -0.84, 0.90], [-0.25, 0.21, 0.65], [-0.24, 1.50, 2.20], [0.57, -0.67, -4.08]],
  "mulliken_charge": [-0.476, 0.111, 0.010, -0.338, 0.137, -0.208, -0.189, 0.315, 0.377, 0.262],
  "smiles": "O=CS/N=C/C=S"
}


Computed values of E (unit: eV) for the preceding records, in sequence: -23331.9305 -28364.4435.
Computed values of ΔE to the lowest compared entry with this formula, charge and spin (unit: kcal/mol) for the preceding records, in sequence: 69.78 78.19.
Computed values of gap between HOMO and LUMO (unit: Ha) for the preceding records, in sequence: 0.43254 0.28849.